<w>
DFT (wB97M-V/def2-TZVPD) results for a 2-piece molecular cluster, C4H12ClNSi overall.

```
19
Properties=species:S:1:pos:R:3:nbo_charge:R:1
C 1.311 -0.427 -1.264 -0.62
C 1.087 -2.426 0.358 -0.60
C -0.912 2.820 0.251 -0.40
C 1.016 -0.864 0.138 -0.75
N -1.228 1.436 0.630 -1.13
Si -0.503 0.007 0.771 1.64
Cl -4.135 0.394 0.071 -0.35
H 0.458 0.005 -1.815 0.21
H 2.181 0.293 -1.329 0.22
H 1.663 -1.285 -1.870 0.21
H 0.174 -2.839 0.790 0.22
H 2.027 -2.687 0.758 0.22
H 1.145 -2.899 -0.682 0.21
H -0.563 3.262 1.181 0.20
H -0.051 2.823 -0.421 0.17
H -1.680 3.397 -0.241 0.20
H 1.942 -0.577 0.736 0.26
H -2.861 0.555 0.330 0.30
H -1.071 -0.988 1.607 -0.22
```

The calculation puts the orbital gap at 9.30 eV. Its HOMO energy is -9.23 eV. As for the SMILES: C/N=[SiH]\C(C)C.Cl. The LUMO energy comes out at 0.003 Eh.


<x>
DFT (wB97M-V/def2-TZVPD) results for a 2-piece molecular cluster, C4H12ClNSi overall.

```
19
Properties=species:S:1:pos:R:3:nbo_charge:R:1
C 0.808 2.102 -0.849 -0.59
C 1.041 1.374 1.592 -0.60
C -1.333 -2.902 -0.235 -0.42
C 0.279 1.139 0.252 -0.75
N -0.626 -1.837 0.446 -1.06
Si 0.280 -0.632 -0.289 1.76
Cl -2.042 -0.172 -2.372 -0.80
H 0.430 1.782 -1.777 0.24
H 0.595 3.145 -0.511 0.22
H 1.791 2.173 -0.927 0.20
H 0.318 1.512 2.416 0.23
H 1.834 2.140 1.452 0.23
H 1.706 0.401 1.805 0.19
H -2.004 -2.363 -0.895 0.25
H -0.511 -3.191 -0.915 0.20
H -1.746 -3.601 0.498 0.21
H -0.805 1.336 0.533 0.27
H -1.197 -1.469 1.186 0.40
H 1.182 -0.938 -1.407 -0.18
```

The calculation puts the orbital gap at 7.97 eV. Its HOMO energy is -8.53 eV. The LUMO energy comes out at -0.020 Eh.


Which of them is the most stable, and which is the least stable? <x> and <w>, in that order.


<w>
DFT (wB97M-V/def2-TZVPD) results for a 2-piece molecular cluster, C5H14N2O2 overall.

```
23
Properties=species:S:1:pos:R:3:nbo_charge:R:1
C 0.538 1.080 0.344 0.25
C 0.278 2.106 1.450 -0.63
C 1.632 1.574 -0.603 -0.62
C 0.936 -0.265 0.968 -0.64
O -0.635 0.935 -0.446 -0.76
H -1.370 0.658 0.131 0.50
H -0.037 3.048 1.003 0.22
H 1.175 2.279 2.041 0.21
H -0.516 1.752 2.105 0.21
H 1.333 2.531 -1.028 0.22
H 2.569 1.695 -0.069 0.21
H 1.775 0.868 -1.420 0.21
H 1.223 -0.978 0.198 0.20
H 1.778 -0.127 1.637 0.21
H 0.106 -0.676 1.537 0.22
N -1.256 -1.697 -1.060 -0.48
N -0.826 -2.800 -1.810 -0.65
C -2.089 -1.836 -0.031 0.53
O -2.429 -0.923 0.691 -0.66
H -0.867 -0.758 -1.212 0.42
H 0.185 -2.938 -1.707 0.35
H -1.043 -2.651 -2.802 0.36
H -2.459 -2.877 0.082 0.12
```

The calculation puts the orbital gap at 10.62 eV. Its HOMO energy is -9.85 eV. As for the SMILES: CC(C)(C)O.NNC=O. The LUMO energy comes out at 0.028 Eh.


<x>
DFT (wB97M-V/def2-TZVPD) results for C5H14N2O2 as an isolated structure.

```
23
Properties=species:S:1:pos:R:3:nbo_charge:R:1
C -1.799 0.862 0.392 0.58
C -1.102 -0.755 -1.551 -0.25
N -2.515 1.868 -0.264 -0.84
O -0.605 0.275 -0.764 -0.74
O -1.184 1.230 1.473 -0.80
H 0.100 1.188 1.444 0.47
H -2.399 -0.056 0.477 0.11
H -1.971 2.719 -0.340 0.37
H -2.894 1.583 -1.157 0.37
H -1.887 -0.418 -2.252 0.15
H -0.302 -1.184 -2.171 0.16
H -1.538 -1.572 -0.944 0.14
C 0.824 -1.372 1.268 -0.69
C 2.505 -0.420 -0.403 -0.69
C 1.498 -0.182 0.672 0.52
N 1.281 0.977 1.181 -0.69
H 1.762 1.756 0.745 0.37
H -0.055 -1.082 1.838 0.26
H 0.535 -2.076 0.490 0.23
H 1.532 -1.874 1.935 0.24
H 3.139 0.448 -0.574 0.22
H 3.127 -1.287 -0.176 0.23
H 1.948 -0.629 -1.318 0.26
```

The calculation puts the orbital gap at 9.40 eV. Its HOMO energy is -8.61 eV. The LUMO energy comes out at 0.029 Eh.


<y>
DFT (wB97M-V/def2-TZVPD) results for a 2-piece molecular cluster, C5H14N2O2 overall.

```
23
Properties=species:S:1:pos:R:3:nbo_charge:R:1
C -0.095 0.979 0.416 0.48
C -0.184 -0.398 -0.195 -0.17
C -1.035 -0.262 -1.490 -0.03
C 2.176 1.075 2.730 -0.25
C -1.017 -1.559 -2.290 -0.62
N -0.830 -1.322 0.721 -0.83
N -0.482 0.810 -2.315 -0.85
O 0.991 0.338 2.510 -0.75
O -0.935 1.480 1.156 -0.59
H 0.175 0.913 2.669 0.50
H 0.727 1.589 -0.003 0.12
H 0.836 -0.693 -0.493 0.18
H -2.065 -0.061 -1.156 0.19
H -0.413 -1.230 1.641 0.38
H -0.698 -2.277 0.411 0.36
H -0.874 0.765 -3.248 0.36
H -0.717 1.718 -1.929 0.36
H 2.998 0.490 2.319 0.18
H 2.140 2.050 2.229 0.17
H 2.349 1.225 3.801 0.17
H -1.416 -2.381 -1.702 0.21
H 0.000 -1.794 -2.598 0.21
H -1.632 -1.455 -3.183 0.21
```

The calculation puts the orbital gap at 10.26 eV. Its HOMO energy is -9.31 eV. As for the SMILES: C[C@H](N)[C@H](N)C=O.CO. The LUMO energy comes out at 0.035 Eh.


<z>
DFT (wB97M-V/def2-TZVPD) results for a 3-piece molecular cluster, C5H14N2O2 overall.

```
23
Properties=species:S:1:pos:R:3:nbo_charge:R:1
C 1.278 3.173 1.084 0.29
O 0.247 3.442 1.631 -0.50
C 1.511 -1.801 1.168 -0.60
C 0.613 -2.378 0.088 -0.43
C -0.260 -1.322 -0.533 0.13
C -1.573 -1.346 -0.298 -0.13
N -2.396 -0.164 -0.456 -0.86
N 0.360 -0.299 -1.226 -0.83
H 2.236 2.987 1.610 0.10
H 1.415 3.129 -0.015 0.11
H 2.227 -2.532 1.558 0.21
H 0.872 -1.453 1.982 0.21
H 1.149 -2.989 -0.644 0.20
H -0.059 -3.114 0.532 0.22
H -2.192 -2.214 -0.114 0.19
H -3.331 -0.479 -0.272 0.37
H -2.097 0.547 0.203 0.37
H -0.239 0.336 -1.706 0.38
H 2.183 -1.006 0.838 0.20
H 1.301 -0.440 -1.525 0.39
H -1.005 1.914 -1.571 0.46
H -1.027 3.153 -0.716 0.47
O -1.213 2.857 -1.617 -0.93
```

The calculation puts the orbital gap at 7.89 eV. Its HOMO energy is -7.30 eV. As for the SMILES: CC/C(N)=C/N.C=O.O. The LUMO energy comes out at 0.021 Eh.


Which of them is the most stable, and which is the least stable? <w> and <z>, in that order.


<w>
DFT (wB97M-V/def2-TZVPD) results for C2H7O2PS2 in the gas phase.

```
14
Properties=species:S:1:pos:R:3:nbo_charge:R:1
C 2.158 0.786 -0.247 -0.26
C 0.595 -1.032 -0.032 -0.16
O -1.330 -0.048 1.653 -0.99
O 1.588 -0.450 -0.790 -0.53
P -1.308 0.176 0.004 1.12
S -1.623 2.016 -0.499 -0.51
S -2.725 -1.401 -0.477 -0.30
H 3.047 1.130 -0.743 0.20
H 2.413 0.632 0.786 0.17
H 1.322 1.449 -0.359 0.20
H 0.790 -1.239 1.016 0.20
H 0.232 -1.890 -0.676 0.22
H -1.994 0.596 1.901 0.49
H -3.165 -0.725 -1.537 0.16
```

The calculation puts the orbital gap at 8.77 eV. Its HOMO energy is -8.73 eV. As for the SMILES: COC[P@@](O)(=S)S. The LUMO energy comes out at 0.001 Eh.


<x>
DFT (wB97M-V/def2-TZVPD) results for a 2-piece molecular cluster, C2H7O2PS2 overall.

```
14
Properties=species:S:1:pos:R:3:nbo_charge:R:1
C 2.902 -1.151 0.370 0.30
C -2.416 1.407 0.551 -0.27
O 1.921 -1.788 0.115 -0.51
O -2.158 0.040 0.570 -0.81
P -0.618 -0.535 0.036 0.88
S -0.824 -0.008 -2.023 -0.32
S -1.198 -2.553 0.233 -0.30
H 2.929 -0.253 1.031 0.12
H 3.932 -1.657 0.317 0.11
H 0.295 -0.643 -2.066 0.12
H -1.800 2.140 -0.111 0.18
H -2.292 1.971 1.586 0.17
H -3.474 1.582 0.327 0.19
H -0.060 -3.139 0.477 0.15
```

The calculation puts the orbital gap at 8.57 eV. Its HOMO energy is -8.45 eV. As for the SMILES: COP(S)S.C=O. The LUMO energy comes out at 0.005 Eh.


Which of them is the most stable, and which is the least stable? <w> and <x>, in that order.


<w>
DFT (wB97M-V/def2-TZVPD) results for a 2-piece molecular cluster, C3H10OS overall.

```
15
Properties=species:S:1:pos:R:3:nbo_charge:R:1
C -1.587 0.274 -1.067 -0.80
C -0.816 -0.644 -0.105 -0.42
C -1.177 -0.189 1.372 -0.54
S 0.243 0.063 2.414 -0.07
H -1.660 -0.044 -2.101 0.21
H -1.253 1.299 -0.929 0.20
H -2.626 0.288 -0.695 0.17
H -1.007 -1.708 -0.171 0.20
H 0.241 -0.398 -0.169 0.22
H -1.888 -0.885 1.811 0.20
H -1.644 0.783 1.284 0.22
H 0.646 -1.220 2.587 0.11
H 3.229 0.871 -4.628 0.34
H 1.815 0.554 -4.406 0.27
O 2.684 0.394 -3.973 -1.30
```

The spin multiplicity is 2. The calculation puts the orbital gap (spin up / spin down) at 1.68 / 9.43 eV. Its HOMO energy (spin up / spin down) is 1.28 / -6.48 eV. The LUMO energy (spin up / spin down) comes out at 0.109 / 0.108 Eh. Its charge is -1.


<x>
DFT (wB97M-V/def2-TZVPD) results for a 2-piece molecular cluster, C3H10OS overall.

```
15
Properties=species:S:1:pos:R:3:nbo_charge:R:1
C 1.790 0.950 -0.199 -0.64
C 0.297 0.656 -0.316 -0.43
C -0.156 -0.442 0.655 -0.77
S 0.555 -2.030 0.290 -0.50
H 2.295 1.229 -1.119 0.20
H 2.324 0.134 0.281 0.23
H 1.927 1.839 0.420 0.19
H -0.299 1.533 -0.026 0.18
H -0.025 0.486 -1.345 0.19
H -1.220 -0.466 0.684 0.18
H 0.035 -0.060 1.662 0.20
H 0.971 -2.378 1.538 -0.01
H -2.843 -1.197 -0.527 0.47
H -2.507 0.222 -0.901 0.46
O -3.145 -0.476 -1.097 -0.96
```

The spin multiplicity is 2. The calculation puts the orbital gap (spin up / spin down) at 2.63 / 8.85 eV. Its HOMO energy (spin up / spin down) is 0.90 / -5.24 eV. The LUMO energy (spin up / spin down) comes out at 0.130 / 0.133 Eh. Its charge is -1.


Which of them is the most stable, and which is the least stable? <x> and <w>, in that order.